(1)
{
  "formula": "C5H24N2O6",
  "method": "ωB97M-V/def2-TZVPD",
  "smiles": "CN[C@H](CN)[C@H](C)O.O.O.O.O.O",
  "e_above_lowest_kj_mol": 412.55,
  "fmax_ev_per_a": 9.386,
  "e_homo_ev": -9.3,
  "species": ["C", "N", "C", "C", "C", "O", "C", "N", "H", "H", "H", "H", "H", "H", "H", "H", "H", "H", "H", "H", "H", "H", "H", "H", "O", "H", "H", "O", "H", "H", "O", "H", "H", "O", "H", "H", "O"],
  "xyz": [[1.923, -1.395, -0.098], [0.504, -1.108, -0.438], [0.043, 0.262, -0.032], [-0.270, 0.351, 1.580], [-1.755, 0.481, 1.988], [0.381, 1.238, 2.374], [0.944, 1.324, -0.632], [0.273, 2.626, -0.203], [1.992, -2.535, -0.299], [2.617, -0.752, -0.724], [2.139, -1.308, 1.003], [-0.091, -1.766, 0.209], [-0.896, 0.290, -0.578], [0.064, -0.676, 1.910], [-2.500, -0.161, 1.465], [-2.124, 1.498, 1.963], [-1.864, 0.164, 3.111], [0.111, 2.235, 2.514], [1.172, 1.203, -1.795], [1.964, 1.395, -0.087], [-0.608, 2.729, -0.772], [0.859, 3.536, -0.408], [-0.514, -3.075, 2.218], [-1.035, -1.766, 2.319], [-1.284, -2.726, 2.186], [-2.745, -1.820, 0.487], [-3.100, -0.992, -0.712], [-2.523, -1.650, -0.472], [3.333, 1.456, 2.579], [2.168, 1.291, 1.767], [3.057, 1.368, 1.723], [-1.149, -0.101, -4.070], [-1.833, 1.127, -3.354], [-1.256, 0.894, -4.026], [0.745, -0.441, -3.894], [0.445, -1.216, -2.566], [0.388, -1.257, -3.614]],
  "lowdin_charge": [-0.13, -0.12, -0.30, -0.40, -0.05, -0.09, -0.23, -0.03, 0.10, 0.10, 0.08, 0.11, 0.11, 0.11, 0.06, 0.07, 0.12, 0.19, 0.14, 0.10, 0.07, 0.12, -0.07, 0.03, 0.03, 0.05, -0.01, -0.03, 0.00, -0.08, 0.01, 0.05, -0.02, -0.06, -0.01, 0.07, -0.10]
}

=====

(2)
{
  "formula": "C34H23Cl32F8NO6P2",
  "method": "ωB97M-V/def2-TZVPD",
  "smiles": "CCP(CC)c1ccc2c(c1)C(=O)c1c(c(N(C)C(C)=O)c(P(O)O)c(CC(=O)F)c1C(F)(F)C(F)(F)C(F)(F)F)C2=O.ClC(Cl)(Cl)Cl.ClC(Cl)(Cl)Cl.ClC(Cl)(Cl)Cl.ClC(Cl)(Cl)Cl.ClC(Cl)(Cl)Cl.ClC(Cl)(Cl)Cl.ClC(Cl)(Cl)Cl.ClC(Cl)(Cl)Cl",
  "fmax_ev_per_a": 2.247,
  "e_homo_ev": -8.1,
  "species": ["C", "C", "P", "C", "C", "C", "C", "C", "C", "C", "C", "C", "O", "C", "C", "C", "N", "C", "C", "C", "O", "C", "P", "O", "O", "C", "C", "C", "O", "F", "C", "C", "F", "F", "C", "F", "F", "C", "F", "F", "F", "C", "O", "H", "H", "H", "H", "H", "H", "H", "H", "H", "H", "H", "H", "H", "H", "H", "H", "H", "H", "H", "H", "H", "H", "H", "C", "Cl", "Cl", "Cl", "Cl", "C", "Cl", "Cl", "Cl", "Cl", "C", "Cl", "Cl", "Cl", "Cl", "C", "Cl", "Cl", "Cl", "Cl", "C", "Cl", "Cl", "Cl", "Cl", "C", "Cl", "Cl", "Cl", "Cl", "C", "Cl", "Cl", "Cl", "Cl", "C", "Cl", "Cl", "Cl", "Cl"],
  "xyz": [[5.587, 2.757, 0.966], [5.503, 3.099, -0.548], [4.564, 1.872, -1.522], [5.607, 0.433, -1.936], [6.661, -0.014, -0.909], [3.098, 1.370, -0.598], [2.012, 2.252, -0.562], [0.850, 1.930, 0.105], [0.761, 0.702, 0.745], [1.837, -0.180, 0.722], [3.012, 0.142, 0.065], [1.634, -1.444, 1.501], [2.409, -1.776, 2.355], [0.294, -2.107, 1.217], [-0.767, -1.201, 1.234], [-2.079, -1.606, 1.032], [-3.188, -0.705, 1.062], [-3.102, 0.455, 0.167], [-3.724, -0.407, 2.317], [-3.388, -1.251, 3.520], [-4.502, 0.514, 2.426], [-2.316, -2.956, 0.766], [-4.113, -3.394, 0.474], [-4.129, -3.993, -1.063], [-4.352, -4.741, 1.384], [-1.256, -3.878, 0.704], [-1.608, -5.314, 0.332], [-1.937, -6.212, 1.493], [-2.265, -7.350, 1.432], [-1.844, -5.582, 2.705], [0.067, -3.466, 0.948], [1.205, -4.466, 0.853], [2.301, -4.123, 1.547], [0.835, -5.677, 1.336], [1.662, -4.685, -0.653], [1.641, -6.002, -0.934], [0.825, -4.078, -1.514], [3.098, -4.195, -0.963], [4.004, -4.971, -0.386], [3.277, -4.283, -2.285], [3.282, -2.920, -0.624], [-0.453, 0.252, 1.460], [-1.134, 0.971, 2.147], [5.387, 1.696, 1.092], [4.801, 3.296, 1.489], [6.562, 3.015, 1.370], [6.512, 3.084, -0.966], [5.084, 4.088, -0.720], [6.083, 0.607, -2.900], [4.914, -0.401, -2.078], [7.448, 0.722, -0.761], [6.186, -0.280, 0.034], [7.136, -0.927, -1.276], [2.138, 3.189, -1.097], [0.011, 2.613, 0.117], [3.836, -0.559, 0.092], [-2.907, 1.362, 0.734], [-2.284, 0.303, -0.539], [-4.002, 0.607, -0.421], [-3.092, -0.580, 4.321], [-4.288, -1.793, 3.811], [-2.597, -1.981, 3.371], [-3.627, -3.393, -1.630], [-3.966, -4.594, 2.259], [-2.417, -5.351, -0.392], [-0.761, -5.767, -0.175], [5.881, -7.720, 2.344], [7.491, -7.009, 2.189], [5.391, -7.701, 4.040], [4.735, -6.781, 1.385], [5.917, -9.386, 1.760], [-7.690, -0.045, 0.507], [-7.875, -0.522, 2.193], [-9.279, 0.042, -0.260], [-6.912, 1.546, 0.426], [-6.672, -1.214, -0.335], [0.733, 6.797, -1.412], [1.077, 7.874, -0.059], [1.061, 5.123, -0.930], [-0.964, 6.946, -1.877], [1.764, 7.208, -2.782], [-3.495, 2.879, -3.256], [-4.151, 2.146, -4.723], [-1.864, 2.248, -2.959], [-3.415, 4.625, -3.461], [-4.536, 2.476, -1.887], [-6.067, 6.109, -0.108], [-4.475, 6.703, -0.589], [-5.999, 4.363, 0.158], [-6.554, 6.911, 1.388], [-7.243, 6.454, -1.378], [4.669, 4.724, -5.233], [5.144, 6.310, -4.607], [4.549, 3.558, -3.874], [3.098, 4.856, -6.031], [5.878, 4.166, -6.397], [4.763, 2.363, 5.030], [5.328, 1.012, 6.016], [3.679, 3.379, 5.984], [6.149, 3.322, 4.503], [3.891, 1.737, 3.627], [-10.004, 2.356, -3.529], [-11.400, 2.253, -2.450], [-8.539, 2.567, -2.574], [-9.882, 0.868, -4.473], [-10.206, 3.731, -4.620]],
  "lowdin_charge": [-0.18, -0.39, 0.90, -0.40, -0.15, -0.34, -0.12, 0.00, -0.09, -0.09, -0.01, -0.27, 0.16, 0.03, -0.01, -0.20, -0.06, -0.07, -0.50, 0.03, 0.05, -0.17, 0.89, -0.26, -0.25, -0.11, -0.04, -0.44, 0.18, 0.09, 0.02, -0.36, 0.14, 0.13, -0.33, 0.16, 0.16, -0.55, 0.10, 0.18, 0.18, -0.27, 0.16, 0.03, 0.04, 0.06, 0.07, 0.06, 0.07, 0.07, 0.07, 0.06, 0.07, 0.00, 0.11, 0.10, 0.09, 0.09, 0.00, 0.10, 0.09, 0.07, 0.07, 0.06, 0.12, 0.12, -2.05, 0.52, 0.53, 0.58, 0.52, -2.02, 0.55, 0.52, 0.47, 0.53, -2.03, 0.54, 0.60, 0.51, 0.53, -2.02, 0.54, 0.53, 0.52, 0.53, -2.03, 0.51, 0.46, 0.54, 0.53, -2.03, 0.50, 0.46, 0.51, 0.51, -2.05, 0.53, 0.53, 0.54, 0.56, -2.06, 0.52, 0.49, 0.52, 0.52]
}

=====

(3)
{
  "formula": "C4H9O",
  "method": "ωB97M-V/def2-TZVPD",
  "e_above_lowest_kj_mol": 90.98,
  "fmax_ev_per_a": 0.660,
  "e_homo_ev": -2.3,
  "charge": -1,
  "species": ["C", "O", "C", "H", "H", "H", "H", "H", "C", "C", "H", "H", "H", "H"],
  "xyz": [[0.302, -0.642, -1.752], [-0.293, 0.156, -0.830], [0.559, -2.042, -1.163], [1.255, -0.175, -2.110], [-0.290, -0.816, -2.695], [1.076, -2.744, -1.836], [-0.416, -2.442, -0.878], [1.140, -1.881, -0.251], [-0.763, 1.813, 1.298], [-0.345, 1.743, 2.555], [-1.803, 1.712, 1.011], [-0.090, 1.925, 0.463], [-1.043, 1.676, 3.386], [0.711, 1.717, 2.800]],
  "lowdin_charge": [-0.60, -0.37, -0.17, 0.07, 0.06, 0.04, 0.05, 0.05, -0.10, -0.12, 0.04, 0.02, 0.02, 0.02]
}

=====

(4)
{
  "formula": "C8H24O12PPd",
  "method": "ωB97M-V/def2-TZVPD",
  "e_above_lowest_kj_mol": 37.27,
  "fmax_ev_per_a": 2.279,
  "multiplicity": 3,
  "e_homo_ev": [-4.5, -4.6],
  "charge": -1,
  "s_squared": 2.006,
  "species": ["Pd", "P", "O", "O", "O", "O", "C", "C", "O", "O", "H", "H", "H", "H", "H", "H", "C", "C", "O", "O", "H", "H", "H", "H", "H", "H", "C", "C", "O", "O", "H", "H", "H", "H", "H", "H", "C", "C", "O", "O", "H", "H", "H", "H", "H", "H"],
  "xyz": [[-0.111, 0.450, -0.059], [2.016, -1.184, 0.633], [2.163, -2.411, 1.489], [1.178, -0.162, 1.570], [0.865, -1.328, -0.456], [3.239, -0.473, 0.095], [-3.266, 0.292, 0.716], [-2.660, 0.213, 2.119], [-1.315, 0.631, 2.131], [-2.344, -0.118, -0.299], [-3.542, 1.345, 0.549], [-4.161, -0.330, 0.661], [-2.748, -0.829, 2.454], [-3.323, 0.807, 2.765], [-0.974, 0.331, 2.984], [-2.867, -0.351, -1.070], [-0.301, 1.953, -2.845], [-1.157, 2.769, -1.895], [-0.844, 2.579, -0.493], [-0.350, 0.559, -2.519], [0.740, 2.283, -2.752], [-0.626, 2.161, -3.867], [-2.209, 2.441, -2.012], [-1.199, 3.828, -2.179], [-1.237, 3.316, -0.016], [-0.616, 0.055, -3.293], [1.111, -4.796, -0.181], [-0.312, -4.617, -0.655], [-0.796, -3.359, -0.300], [1.232, -4.783, 1.222], [1.763, -4.031, -0.617], [1.458, -5.778, -0.548], [-0.989, -5.384, -0.278], [-0.299, -4.665, -1.764], [-0.085, -2.652, -0.420], [1.370, -3.825, 1.478], [2.404, 2.790, 0.062], [1.806, 3.032, 1.435], [2.160, 2.066, 2.371], [1.890, 1.616, -0.586], [3.490, 2.742, 0.179], [2.125, 3.630, -0.599], [0.716, 3.201, 1.405], [2.232, 3.967, 1.835], [1.797, 1.174, 2.059], [2.577, 0.847, -0.506]],
  "lowdin_charge": [1.05, 0.10, -0.32, -0.40, -0.43, -0.34, -0.21, -0.24, -0.09, -0.12, 0.11, 0.12, 0.13, 0.12, 0.11, 0.10, -0.23, -0.21, -0.14, -0.09, 0.11, 0.12, 0.12, 0.12, 0.10, 0.10, -0.30, -0.30, -0.13, -0.12, 0.11, 0.10, 0.10, 0.10, 0.03, 0.02, -0.22, -0.31, -0.10, -0.19, 0.13, 0.11, 0.09, 0.11, 0.01, 0.05]
}

=====

(5)
{
  "formula": "C10H22NO7",
  "method": "ωB97M-V/def2-TZVPD",
  "fmax_ev_per_a": 9.084,
  "e_homo_ev": -4.3,
  "charge": -1,
  "species": ["O", "C", "O", "O", "C", "O", "N", "O", "H", "H", "C", "C", "O", "C", "C", "H", "H", "H", "H", "H", "H", "H", "H", "H", "H", "C", "C", "O", "C", "C", "H", "H", "H", "H", "H", "H", "H", "H", "H", "H"],
  "xyz": [[3.776, 0.516, 0.588], [3.344, 1.623, -0.023], [3.642, 1.785, -1.471], [2.563, 2.601, 0.784], [1.314, 2.789, -0.021], [1.378, 3.750, -0.971], [0.051, 1.999, 0.250], [-0.297, 1.219, -0.806], [0.234, 1.310, 1.031], [-1.194, 0.821, -0.523], [2.976, -5.412, 0.758], [2.639, -4.741, -0.562], [2.712, -3.319, -0.512], [3.982, -2.757, -0.196], [5.066, -3.109, -1.200], [2.359, -5.005, 1.566], [2.807, -6.491, 0.693], [4.022, -5.253, 1.034], [1.605, -4.990, -0.826], [3.266, -5.126, -1.373], [4.279, -3.035, 0.820], [3.849, -1.669, -0.193], [5.288, -4.179, -1.192], [5.991, -2.573, -0.968], [4.751, -2.848, -2.216], [-5.259, 2.724, 2.159], [-3.974, 3.072, 1.429], [-3.638, 2.148, 0.398], [-4.573, 2.016, -0.669], [-4.797, 3.306, -1.440], [-5.224, 1.696, 2.536], [-5.417, 3.404, 3.002], [-6.129, 2.800, 1.501], [-3.147, 3.050, 2.148], [-4.010, 4.092, 1.030], [-5.518, 1.608, -0.298], [-4.160, 1.267, -1.353], [-5.275, 4.067, -0.818], [-5.442, 3.126, -2.305], [-3.844, 3.719, -1.788]],
  "lowdin_charge": [-0.13, -0.45, -0.24, -0.03, -0.25, -0.01, -0.05, -0.08, 0.14, 0.13, -0.09, -0.29, -0.16, -0.27, -0.08, 0.08, 0.07, 0.06, 0.11, 0.10, 0.11, 0.10, 0.05, 0.08, 0.08, -0.09, -0.27, -0.17, -0.28, -0.08, 0.08, 0.07, 0.06, 0.12, 0.11, 0.10, 0.12, 0.06, 0.07, 0.09]
}

=====

(6)
{
  "formula": "C3H5NO",
  "method": "ωB97M-V/def2-TZVPD",
  "smiles": "OCC1=NC1",
  "e_above_lowest_kj_mol": 303.14,
  "fmax_ev_per_a": 5.801,
  "e_homo_ev": -10.1,
  "species": ["C", "C", "C", "N", "O", "H", "H", "H", "H", "H"],
  "xyz": [[-0.414, 0.229, -0.107], [-1.459, -0.741, -0.178], [0.992, 0.681, 0.097], [-1.566, 0.714, -0.181], [2.057, -0.088, -0.114], [-1.667, -1.265, -1.113], [-1.819, -1.123, 0.768], [1.093, 0.967, 1.260], [1.094, 1.669, -0.520], [1.689, -1.044, 0.088]],
  "lowdin_charge": [-0.29, -0.14, -0.31, 0.15, -0.06, 0.09, 0.08, 0.16, 0.16, 0.17]
}

=====

(7)
{
  "formula": "C14H12AgBBr5F4N3O3S",
  "method": "ωB97M-V/def2-TZVPD",
  "e_above_lowest_kj_mol": 0.00,
  "fmax_ev_per_a": 0.727,
  "e_homo_ev": -1.2,
  "charge": -2,
  "species": ["Ag", "O", "C", "C", "C", "N", "C", "Br", "C", "H", "H", "H", "H", "Br", "C", "C", "Br", "C", "Br", "C", "O", "C", "O", "C", "Br", "C", "N", "C", "S", "N", "C", "H", "H", "H", "H", "H", "H", "H", "H", "F", "B", "F", "F", "F"],
  "xyz": [[0.687, -0.710, 0.969], [-4.455, -3.085, 0.546], [-3.106, -2.999, 0.666], [-2.261, -2.942, -0.435], [-0.902, -2.867, -0.225], [-0.346, -2.803, 0.993], [-1.183, -2.862, 2.018], [-0.372, -2.768, 3.730], [-2.550, -2.995, 1.937], [-4.709, -2.744, -0.316], [-2.654, -2.922, -1.445], [-0.217, -2.836, -1.063], [-3.178, -3.026, 2.814], [-2.418, 5.819, 2.198], [-2.152, 3.957, 1.915], [-3.220, 3.123, 1.655], [-4.975, 3.839, 1.489], [-2.990, 1.747, 1.480], [-4.445, 0.553, 1.172], [-1.722, 1.154, 1.526], [-1.543, -0.103, 1.369], [-0.585, 2.044, 1.772], [0.610, 1.566, 1.805], [-0.862, 3.400, 1.975], [0.656, 4.503, 2.327], [2.176, 2.402, -1.305], [2.418, 1.543, -0.169], [3.094, 0.400, -0.235], [3.282, -0.558, 1.163], [3.670, 0.097, -1.426], [4.421, -1.117, -1.683], [1.608, 3.262, -0.956], [1.607, 1.897, -2.092], [3.123, 2.755, -1.728], [1.811, 1.664, 0.659], [3.189, 0.459, -2.239], [3.835, -1.814, -2.282], [4.675, -1.581, -0.736], [5.342, -0.865, -2.218], [0.844, -0.686, -1.734], [0.918, -0.918, -3.133], [1.948, -1.851, -3.397], [-0.303, -1.429, -3.593], [1.234, 0.304, -3.767]],
  "lowdin_charge": [0.66, 0.04, -0.33, 0.01, -0.12, -0.04, -0.78, 0.71, -0.06, 0.10, 0.12, 0.11, 0.11, 0.60, -0.79, -0.79, 0.60, -0.64, 0.69, -0.45, -0.18, -0.44, -0.23, -0.64, 0.66, -0.07, -0.05, -0.86, 0.56, -0.04, -0.11, 0.08, 0.07, 0.08, 0.05, 0.10, 0.07, 0.02, 0.07, 0.06, -1.25, 0.08, 0.10, 0.08]
}

=====

(8)
{
  "formula": "C15H25NO2",
  "method": "ωB97M-V/def2-TZVPD",
  "smiles": "COc1ccccc1OCCCCNC(C)(C)C",
  "e_above_lowest_kj_mol": 157.76,
  "fmax_ev_per_a": 0.763,
  "e_homo_ev": -8.2,
  "species": ["C", "O", "C", "C", "C", "C", "C", "C", "O", "C", "H", "C", "H", "C", "C", "N", "H", "C", "C", "H", "H", "H", "C", "H", "H", "H", "C", "H", "H", "H", "H", "H", "H", "H", "H", "H", "H", "H", "H", "H", "H", "H", "H"],
  "xyz": [[-4.955, -0.795, 1.142], [-3.778, -0.870, 0.380], [-3.154, 0.298, 0.015], [-3.609, 1.558, 0.378], [-2.966, 2.706, -0.056], [-1.855, 2.609, -0.869], [-1.380, 1.360, -1.223], [-2.001, 0.195, -0.786], [-1.444, -0.968, -1.223], [-1.496, -2.134, -0.416], [-2.386, -2.718, -0.680], [-0.230, -2.953, -0.678], [-0.017, -2.903, -1.747], [0.984, -2.467, 0.113], [1.352, -1.015, -0.187], [2.661, -0.720, 0.368], [2.655, -0.942, 1.360], [3.180, 0.635, 0.196], [4.556, 0.653, 0.873], [4.458, 0.478, 1.943], [5.181, -0.130, 0.453], [5.044, 1.612, 0.724], [3.356, 0.926, -1.297], [2.395, 1.070, -1.784], [3.871, 0.096, -1.774], [3.944, 1.830, -1.433], [2.291, 1.718, 0.834], [1.325, 1.774, 0.338], [2.127, 1.502, 1.889], [2.772, 2.690, 0.752], [1.402, -0.883, -1.270], [0.567, -0.351, 0.202], [0.788, -2.578, 1.184], [1.843, -3.094, -0.133], [-0.431, -3.993, -0.417], [-1.559, -1.869, 0.644], [-0.513, 1.253, -1.856], [-1.352, 3.497, -1.221], [-3.346, 3.671, 0.242], [-4.486, 1.658, 0.998], [-5.275, -1.827, 1.285], [-4.777, -0.335, 2.120], [-5.742, -0.243, 0.618]],
  "lowdin_charge": [-0.08, -0.10, -0.19, -0.03, -0.10, -0.09, -0.02, -0.21, -0.04, -0.19, 0.12, -0.17, 0.12, -0.19, -0.23, -0.03, 0.11, -0.64, -0.05, 0.08, 0.08, 0.08, -0.05, 0.07, 0.09, 0.08, -0.04, 0.06, 0.08, 0.08, 0.12, 0.11, 0.11, 0.11, 0.11, 0.13, 0.12, 0.10, 0.10, 0.10, 0.09, 0.10, 0.10]
}